# 1
Computed, not measured: a structure of composition C19H22Br2F4INO10S in a non-equilibrium geometry, with ωB97M-V/def2-TZVPD.

* HOMO: -0.3587 hartree
* net charge: 0
* total energy: -7787.4626 Eh
* orbital gap: 8.781 eV
* ΔE to the lowest compared entry with this formula, charge and spin: 146.4 kcal per mole

```
60
Properties=species:S:1:pos:R:3:forces:R:3:lowdin_charge:R:1
I 0.105811 -1.840063 4.963200 0.475 0.551 -0.807 0.8588
Br -3.460810 -1.834961 3.519695 1.170 0.453 -1.519 0.6812
Br -2.177394 -4.796552 3.294934 0.958 1.506 -1.560 0.6363
S -2.785161 -1.015418 -0.240328 -5.087 -6.902 -1.033 0.8775
F -1.658625 0.830933 -1.989263 -2.922 -0.788 1.766 0.0856
F -3.591001 -0.158672 -2.602473 1.902 1.220 3.095 0.0602
F -3.746242 1.426936 -0.982992 2.930 -2.645 -1.309 0.0321
F -1.021044 4.277399 -2.408528 0.079 -0.011 0.191 0.0764
O 2.111760 -2.385104 2.874525 -3.990 3.669 0.888 -0.0679
O -4.191475 -1.176921 0.326368 4.150 2.279 -0.815 -0.3120
O -4.020439 4.702359 -4.008923 0.257 0.552 0.297 0.0796
O 4.897221 -3.733108 0.745757 -0.094 5.405 -0.418 0.0663
O 0.435216 2.165045 0.497069 -1.327 -3.749 0.676 0.0539
O -4.141451 6.961443 -4.040958 0.547 -0.934 0.268 0.1729
O -1.606827 0.787065 3.268329 -2.214 -1.319 -0.494 -0.0903
O 3.900988 -1.602532 0.438721 1.408 -1.188 -0.821 -0.1137
O -2.439731 5.928794 -2.964339 -0.636 -0.368 0.041 0.1405
O -2.583616 -2.279416 -1.068582 1.409 4.061 1.827 -0.3090
N -1.701137 1.653771 1.164806 2.007 -3.714 -0.509 0.1011
C 5.007219 -2.482223 0.642775 0.793 -3.175 0.339 -0.3924
C -0.456787 -3.835570 0.974911 0.162 -1.637 -0.018 -0.1087
C 1.407894 -0.105538 -1.353043 1.519 -0.266 -0.870 -0.1716
C -3.021549 3.804374 -3.548188 -0.307 -0.987 -0.266 -0.0713
C -0.345381 1.229922 0.791757 0.422 4.311 -0.773 -0.3352
C 1.204984 -1.527457 3.089850 3.925 -3.362 -1.536 -0.6888
C 3.865068 -1.093762 -0.925415 -0.593 0.950 -1.338 -0.1825
C 0.706367 -1.085116 -0.316035 -1.758 -0.321 -0.686 -0.1149
C -2.333408 4.602742 -2.488297 0.754 0.078 0.099 -0.3274
C -1.526783 -3.374980 2.040945 -0.419 2.930 -0.767 -0.6246
C -1.582444 -0.825777 1.166500 -1.073 0.786 3.883 -0.2943
C -0.070018 -0.382304 0.927859 0.706 1.254 -1.200 -0.2016
C -3.584699 5.958454 -3.704843 -0.874 1.338 -0.720 -0.5296
C 1.041995 -0.335238 2.077700 -0.111 1.508 1.729 -0.0887
C 2.955768 0.254072 -0.998401 0.479 -0.249 -0.173 -0.1426
C 6.458705 -1.769891 0.759972 -1.527 -0.226 -0.243 0.0003
C -2.202733 0.460107 1.965306 0.246 4.031 -0.547 -0.3557
C -2.880252 0.366152 -1.472009 -1.828 2.416 -3.298 -0.4155
C -2.031126 -2.026393 2.110878 0.985 -4.198 0.260 -0.5739
H -3.328036 0.619460 1.936364 1.385 -1.262 0.394 0.1451
H 6.751683 -1.778566 1.863734 -0.310 -0.116 -1.613 0.0967
H 1.485919 -0.689153 -2.352611 -0.244 0.820 1.602 0.1244
H 3.444702 0.891211 -1.832179 -1.121 -0.966 1.190 0.1222
H -1.707675 2.548969 1.688620 0.138 -0.947 -0.573 0.1580
H 0.629890 -3.562915 1.205409 -1.641 -0.215 0.174 0.0791
H -0.649655 -3.526195 -0.104073 -0.257 -0.115 1.672 0.0727
H -3.465609 2.889770 -3.152904 -0.168 0.189 -0.111 0.1231
H -0.112968 -1.658148 -0.902091 1.389 0.936 0.781 0.1002
H 6.342750 -0.691755 0.408272 0.448 -1.479 0.458 0.0783
H 2.064575 -0.164744 1.567136 -1.765 -0.714 0.736 0.1312
H 1.399596 -1.903489 0.105400 -0.860 1.576 -0.671 0.1176
H 0.881274 0.627020 2.703392 0.110 -1.723 -0.753 0.1377
H 3.054169 0.882451 -0.044577 -0.153 -1.025 -1.281 0.1118
H 4.925052 -0.918216 -1.351003 -1.544 -0.083 0.937 0.1293
H -0.475055 -4.993872 0.959364 0.020 1.927 0.073 0.0896
H -2.793990 4.528383 -1.498731 0.188 -0.018 0.010 0.1756
H -2.399643 0.984026 3.826342 1.127 -0.522 -0.205 0.1069
H 3.370025 -1.831189 -1.668529 0.781 0.728 1.447 0.1380
H 0.836548 0.848210 -1.615475 0.684 -1.419 0.767 0.1017
H -2.358242 3.544377 -4.378088 0.156 0.115 0.193 0.1516
H 7.165826 -2.388206 0.106989 -0.887 1.051 1.133 0.0985
```
Forces are in eV/Å.


# 2
Computed, not measured: a structure of composition C9H17BeNOP in a non-equilibrium geometry, with ωB97M-V/def2-TZVPD.

* HOMO (spin up / spin down): -0.0649 / -0.0490 hartree
* net charge: -1
* total energy: -839.0529 Eh
* orbital gap (spin up / spin down): 4.379 / 3.815 eV

```
30
Properties=species:S:1:pos:R:3:forces:R:3:lowdin_charge:R:1
P 1.492939 -0.090396 -3.171174 -0.124 -1.444 1.426 0.5671
O -0.272448 -0.209796 -0.269679 0.824 0.000 -0.182 -0.1475
N -2.271190 -1.244505 -0.199189 -3.057 -4.342 -0.948 -0.1892
C 3.193349 1.374178 0.434703 -0.939 0.373 0.939 -0.2272
C -2.080850 1.098457 0.583118 0.050 -0.007 0.250 -0.0374
C 1.895463 1.867619 0.841086 1.206 -0.052 0.038 -0.2337
C 3.839587 0.855090 1.593636 -1.116 -0.276 -0.182 -0.2271
C -1.549521 -0.168442 0.028349 -0.087 2.970 1.363 -0.5020
C 2.901068 0.927254 2.665023 0.477 0.847 -0.012 -0.2328
C 1.762390 1.665703 2.241472 0.258 -0.791 -0.981 -0.2252
C -3.734595 -1.254729 0.012044 1.027 -0.053 -0.261 -0.0694
C -1.607578 -2.506601 -0.578731 -0.789 0.740 0.711 -0.0553
Be 0.335896 -0.324079 -1.533598 1.383 0.361 -0.394 0.1055
H -2.010658 1.907219 -0.165457 0.033 0.105 0.140 0.0759
H 4.841339 0.427716 1.637192 -0.280 -0.025 -0.015 0.0452
H 1.732263 -1.478357 -3.467098 -0.113 0.651 -0.460 -0.1314
H -1.455682 1.387237 1.443674 -0.154 0.190 -0.164 0.0791
H 3.589222 1.395883 -0.574960 0.071 0.091 0.038 0.0264
H -1.091295 -2.411796 -1.550422 0.106 -0.092 0.111 0.0574
H 2.804416 0.360662 -2.782761 -0.521 0.248 -0.595 -0.1093
H -4.118340 -2.254120 -0.233942 0.127 0.351 0.086 0.0702
H -3.129509 1.034617 0.906000 0.350 -0.018 -0.074 0.0596
H 0.897486 1.951792 2.836862 0.146 -0.185 -0.030 0.0468
H -0.898402 -2.828737 0.203075 -0.033 0.113 -0.411 0.0953
H 3.063791 0.560895 3.676159 0.088 0.144 -0.073 0.0433
H 1.318617 0.437940 -4.498954 0.526 0.206 -0.421 -0.1674
H -2.389542 -3.268579 -0.673164 0.273 0.136 -0.066 0.0726
H -3.991085 -1.030476 1.062526 0.014 -0.038 -0.268 0.0792
H -4.233785 -0.517157 -0.644000 0.109 -0.160 0.258 0.0833
H 1.166652 2.335507 0.178207 0.145 -0.042 0.177 0.0484
```
Forces are in eV/Å.


# 3
Computed, not measured: a structure of composition C9H28ClN6O4Sr in a non-equilibrium geometry, with ωB97M-V/def2-TZVPD.

* HOMO: -0.4604 hartree
* net charge: +1
* total energy: -1479.8009 Eh
* orbital gap: 10.028 eV
* ΔE to the lowest compared entry with this formula, charge and spin: 24.5 kcal per mole

```
49
Properties=species:S:1:pos:R:3:forces:R:3:lowdin_charge:R:1
Sr 0.500451 -0.480153 -0.048950 -3.941 2.101 -0.085 1.4340
Cl 2.854312 -1.552264 -0.044895 2.911 -1.301 0.022 0.6112
O 2.029922 -2.012235 -1.136334 0.202 -0.640 -0.704 -0.4315
O 4.069179 -2.244956 0.022271 0.287 -0.136 0.021 -0.2129
O 2.071385 -1.712998 1.159153 0.423 -0.789 1.215 -0.4645
O 3.039584 -0.131581 -0.218907 0.384 0.614 -0.051 -0.3915
N -0.148875 2.308702 -0.718559 0.064 0.037 0.077 -0.2028
N 1.248309 1.281039 1.758583 0.266 0.254 0.153 -0.0649
N -0.733647 -2.729987 -0.729573 0.053 -0.359 -0.024 -0.0701
N -0.724933 -1.255295 2.243982 0.086 -0.296 0.184 -0.0547
N -2.022978 0.103964 -0.497943 -0.472 0.222 -0.070 -0.0782
N 1.169291 0.374593 -2.383573 0.145 0.192 -0.658 -0.0777
C 0.647853 2.702333 -1.887659 -0.032 -0.127 -0.090 -0.1823
C -0.648927 -2.703668 2.558185 -0.167 -0.046 -0.040 -0.2499
C 0.673142 1.626936 -2.966033 -0.042 0.093 0.159 -0.2240
C -2.426722 1.485388 -0.183507 0.093 0.064 -0.109 -0.2296
C -1.581992 2.455544 -0.994332 -0.058 -0.134 0.102 -0.1885
C -1.384892 -3.566315 1.534710 0.210 0.143 -0.082 -0.1790
C 1.496234 2.592673 1.133531 -0.204 0.087 -0.074 -0.2249
C 0.229603 3.101670 0.459068 0.123 -0.054 0.004 -0.1864
C -0.598452 -3.832662 0.249559 -0.150 -0.016 0.137 -0.2422
H -0.327790 1.450973 -3.363585 0.014 0.000 -0.032 0.1074
H -1.760131 2.248869 -2.051278 0.008 0.045 -0.015 0.1170
H -3.481429 1.674507 -0.402710 -0.002 0.025 0.070 0.1223
H -2.220876 -0.074198 -1.479610 -0.051 -0.051 0.020 0.0875
H 1.216484 -0.352991 -3.089620 0.025 0.025 -0.033 0.0930
H -1.657933 -0.930506 2.476244 -0.020 0.074 -0.003 0.0826
H -1.920253 3.483027 -0.807791 0.008 0.013 -0.052 0.1354
H -1.610844 -4.525032 2.002715 -0.016 -0.002 -0.002 0.1173
H 0.776591 1.426882 2.643990 -0.011 -0.021 0.047 0.0879
H 2.140559 0.842519 1.974653 -0.026 0.038 0.102 0.0759
H -0.928276 -4.780863 -0.182347 0.039 0.009 -0.021 0.1173
H 0.405324 -2.978942 2.564587 0.005 -0.022 0.065 0.1049
H -1.664557 -2.781908 -1.128928 -0.031 0.052 -0.045 0.0841
H -2.597800 -0.545491 0.028794 0.023 -0.054 -0.050 0.0696
H -2.346418 -3.101639 1.286465 -0.063 -0.088 0.037 0.1112
H 0.459898 -3.935207 0.494323 0.017 -0.028 -0.055 0.1112
H -2.274955 1.651087 0.885437 -0.021 -0.026 0.011 0.1090
H 0.354585 4.160549 0.193324 -0.051 0.006 0.024 0.1347
H 2.131697 0.510895 -2.077517 0.002 -0.059 -0.125 0.0614
H -1.052514 -2.909535 3.553160 0.036 0.028 0.005 0.1161
H -0.088240 -2.921487 -1.491615 -0.103 -0.068 -0.083 0.0677
H 1.291979 1.988774 -3.791848 -0.034 -0.017 -0.028 0.1241
H 1.823108 3.342264 1.858411 0.093 -0.019 -0.023 0.1246
H -0.583337 3.041045 1.186333 -0.023 0.076 -0.008 0.1193
H 2.293263 2.471359 0.399880 0.057 0.002 0.045 0.1067
H 0.285943 3.647023 -2.315261 0.043 0.029 0.022 0.1362
H 1.676934 2.866127 -1.561825 -0.006 0.069 0.007 0.1213
H -0.098859 -0.778828 2.886842 -0.092 0.056 0.032 0.0647
```
Forces are in eV/Å.


# 4
Computed, not measured: a structure of composition C32H27N2O2PdS2, with ωB97M-V/def2-TZVPD.

* HOMO (spin up / spin down): -0.0758 / -0.1802 hartree
* expectation value of S²: 2.0496
* net charge: -1
* total energy: -2419.8347 Eh
* 2S+1: 3
* orbital gap (spin up / spin down): 4.539 / 7.244 eV

```
66
Properties=species:S:1:pos:R:3:forces:R:3:lowdin_charge:R:1
Pd -0.516590 0.150442 0.776585 -0.337 -0.423 -0.009 0.8284
S -1.566857 5.577627 -4.039902 -0.179 -0.184 0.211 1.0053
S 4.757298 -2.113759 2.759928 0.208 0.143 -0.166 1.0177
O -2.133933 0.388005 3.108834 -0.229 -0.081 0.283 -0.1444
O -0.441281 1.828523 2.882420 -0.042 0.003 0.083 0.0005
N -0.061128 1.955285 -0.640399 0.067 -0.257 0.188 0.0348
N 1.904317 0.423219 0.527132 -0.049 -0.088 -0.146 0.0558
C -3.093552 -5.872674 0.633428 -0.051 -0.052 -0.011 -0.0998
C -1.554149 -1.503982 1.121536 0.379 0.355 -0.379 -0.1080
C -4.797203 -4.251884 1.067186 -0.032 0.009 -0.024 -0.0939
C 3.623546 1.561552 -0.755353 0.081 -0.204 0.199 -0.1631
C 1.592553 3.104366 -2.003748 -0.363 0.055 0.017 -0.1636
C -3.986199 5.190157 -3.332329 -0.094 0.102 -0.096 -0.2170
C -3.207691 4.309637 -2.545092 0.159 -0.107 0.097 -0.1444
C 3.940998 2.539500 -1.758205 -0.064 0.207 -0.201 -0.0409
C 2.253973 1.365027 -0.401968 0.027 0.147 -0.133 -0.1701
C -4.373763 -5.575452 1.068788 0.020 -0.025 0.032 -0.1172
C -2.428098 1.022471 4.355607 0.088 0.007 -0.106 -0.0836
C 7.239559 -1.904828 2.208657 0.083 -0.119 0.103 -0.2178
C -1.855846 4.384654 -2.796806 -0.246 0.284 -0.261 -0.4768
C 5.209595 -0.953162 1.537251 0.200 -0.339 0.304 -0.4779
C -0.318409 -2.851934 -0.576483 -0.208 0.032 0.065 -0.0785
C -0.762458 3.647487 -2.207413 0.181 -0.208 0.187 -0.2358
C 1.250037 2.137448 -1.009804 0.216 0.060 -0.058 -0.1649
C -1.066564 0.887019 2.452431 -0.096 0.134 0.041 -0.5891
C -1.716776 -2.371021 -0.123282 0.199 0.069 0.044 -0.5933
C -2.239307 -4.858897 0.214735 0.012 0.020 -0.065 -0.0375
C 2.847694 -0.269764 1.114302 0.266 -0.027 -0.019 -0.1137
C 4.225998 -0.142461 0.854345 -0.256 0.157 -0.119 -0.2313
C 4.588963 0.803972 -0.122435 -0.114 0.020 -0.013 0.0168
C 6.575519 -0.975884 1.371990 -0.171 0.150 -0.111 -0.1475
C -2.640498 -3.526145 0.227950 -0.006 -0.093 -0.037 -0.1900
C -0.993681 2.680510 -1.213490 -0.028 0.215 -0.183 -0.0880
C -2.311294 -1.553460 -1.290738 0.020 -0.103 0.102 -0.0625
C 0.582665 3.840248 -2.589040 0.024 -0.047 0.028 -0.0145
C -3.942531 -3.245880 0.650701 -0.026 -0.007 0.022 -0.0428
C 2.976669 3.269478 -2.353704 0.285 -0.064 0.025 -0.0391
C -3.244813 5.940971 -4.188934 0.198 0.023 -0.031 -0.4496
C 6.391581 -2.595107 3.014633 -0.182 0.017 0.007 -0.4455
H 6.620150 -3.355847 3.743341 0.028 0.015 -0.021 0.0510
H 0.318063 -1.978665 -0.736751 0.040 -0.030 -0.059 0.0604
H -5.063158 5.261674 -3.264076 0.009 -0.004 0.006 0.0943
H -3.570632 6.687320 -4.895001 -0.043 -0.023 0.022 0.0490
H -1.578163 0.945701 5.034171 -0.025 0.029 0.022 0.0864
H -5.031457 -6.362008 1.418349 -0.013 0.000 -0.044 0.0906
H -3.323519 -1.217441 -1.068895 0.012 0.033 0.017 0.0700
H -2.663813 2.076342 4.204676 0.005 -0.001 0.038 0.0852
H -3.633908 3.639318 -1.812869 0.008 0.001 -0.006 0.0989
H -2.752914 -6.901532 0.618534 0.014 0.013 0.009 0.0939
H 3.229498 4.002297 -3.112215 -0.007 0.002 0.005 0.1066
H 0.830384 4.572876 -3.349587 0.062 -0.001 0.000 0.0844
H 4.981974 2.677751 -2.030369 -0.002 -0.005 0.010 0.1058
H 2.508958 -0.994435 1.850544 -0.058 -0.015 -0.015 0.0899
H -2.004598 2.495309 -0.866947 -0.003 -0.031 0.002 0.1084
H 8.310642 -2.054151 2.208094 -0.006 0.003 0.003 0.0931
H -3.287123 0.492433 4.759062 -0.015 0.002 0.014 0.0818
H -5.799405 -4.004877 1.397417 0.014 0.014 0.012 0.0950
H -1.698314 -0.665250 -1.460613 -0.011 0.028 -0.074 0.0546
H -1.755341 -2.004177 2.063070 -0.032 0.168 0.087 0.0328
H -2.332292 -2.147557 -2.209268 -0.014 0.010 0.004 0.0826
H 7.092638 -0.340514 0.667387 -0.015 -0.003 -0.002 0.0951
H -1.246369 -5.120905 -0.126424 -0.007 0.010 0.045 0.0959
H 5.628647 0.951369 -0.390285 0.010 0.004 0.002 0.1059
H -4.275838 -2.215530 0.676434 0.030 0.007 0.033 0.1119
H -0.367074 -3.420491 -1.511601 0.027 -0.017 0.024 0.0807
H 0.154622 -3.460311 0.194506 0.048 0.010 -0.002 0.0787
```
Forces are in eV/Å.